Record 1
{
  "formula": "C39H104O13",
  "method": "wB97M-V/def2-TZVPD",
  "elements": ["C", "C", "C", "O", "H", "H", "H", "H", "H", "H", "H", "H", "C", "C", "C", "O", "H", "H", "H", "H", "H", "H", "H", "H", "C", "C", "C", "O", "H", "H", "H", "H", "H", "H", "H", "H", "C", "C", "C", "O", "H", "H", "H", "H", "H", "H", "H", "H", "C", "C", "C", "O", "H", "H", "H", "H", "H", "H", "H", "H", "C", "C", "C", "O", "H", "H", "H", "H", "H", "H", "H", "H", "C", "C", "C", "O", "H", "H", "H", "H", "H", "H", "H", "H", "C", "C", "C", "O", "H", "H", "H", "H", "H", "H", "H", "H", "C", "C", "C", "O", "H", "H", "H", "H", "H", "H", "H", "H", "C", "C", "C", "O", "H", "H", "H", "H", "H", "H", "H", "H", "C", "C", "C", "O", "H", "H", "H", "H", "H", "H", "H", "H", "C", "C", "C", "O", "H", "H", "H", "H", "H", "H", "H", "H", "C", "C", "C", "O", "H", "H", "H", "H", "H", "H", "H", "H"],
  "coordinates": [[-4.880352, 4.663593, -38.712583], [-6.240103, 5.061183, -39.264403], [-6.826038, 3.928721, -40.098624], [-7.130037, 5.421055, -38.203586], [-4.215380, 4.410683, -39.541029], [-4.999366, 3.806165, -38.045912], [-4.385391, 5.477701, -38.181084], [-6.154583, 5.940084, -39.906008], [-7.139599, 3.082101, -39.480056], [-6.090719, 3.525440, -40.798403], [-7.667947, 4.257492, -40.708556], [-7.521123, 4.604240, -37.876247], [-4.015527, 5.541213, -30.882681], [-4.795770, 4.253200, -30.740143], [-4.344127, 3.451214, -29.524429], [-6.196400, 4.534452, -30.657694], [-2.949415, 5.298112, -30.832055], [-4.153285, 6.225456, -30.042994], [-4.181585, 6.031066, -31.840877], [-4.613483, 3.654424, -31.642124], [-4.807658, 3.793106, -28.597195], [-3.275217, 3.587325, -29.358312], [-4.533422, 2.380553, -29.621632], [-6.660279, 3.699124, -30.765923], [4.455427, 10.213935, -34.182920], [3.469188, 11.363311, -34.370149], [2.185056, 10.852314, -35.003422], [3.094732, 11.867462, -33.083492], [4.795614, 9.869630, -35.165461], [4.025409, 9.330589, -33.709786], [5.342134, 10.505838, -33.616501], [3.932633, 12.149635, -34.970885], [1.421312, 11.629690, -34.914082], [1.815612, 9.975867, -34.469592], [2.280773, 10.647132, -36.069626], [3.817485, 12.391966, -32.726830], [-5.014091, 8.326778, -37.453781], [-5.401199, 8.201129, -35.995933], [-6.877904, 8.317081, -35.692243], [-4.863417, 6.984783, -35.448653], [-3.944591, 8.203094, -37.631761], [-5.283114, 9.334386, -37.781469], [-5.499999, 7.605456, -38.114487], [-4.897743, 8.999761, -35.448394], [-7.049278, 8.355035, -34.617926], [-7.425911, 7.466288, -36.111458], [-7.331227, 9.193472, -36.159149], [-5.354953, 6.246147, -35.831164], [5.831223, 7.073779, -35.822284], [4.595269, 6.286580, -36.219200], [3.306934, 6.962021, -35.724640], [4.516102, 6.172512, -37.638775], [5.975006, 7.972765, -36.425764], [6.726501, 6.453826, -35.929065], [5.851059, 7.354321, -34.766552], [4.610423, 5.306839, -35.743416], [3.124360, 7.933868, -36.182875], [3.362959, 7.084958, -34.636201], [2.490469, 6.263481, -35.861205], [4.769617, 7.020650, -38.014323], [-3.975428, 1.248001, -36.523382], [-2.493145, 1.557588, -36.714825], [-1.779055, 1.619990, -35.381728], [-1.867967, 0.578423, -37.538688], [-4.140028, 0.281217, -36.046954], [-4.470696, 1.224730, -37.500771], [-4.484571, 2.033536, -35.960887], [-2.447281, 2.544937, -37.195651], [-1.962942, 0.697387, -34.821246], [-2.234785, 2.432106, -34.820400], [-0.697646, 1.714069, -35.437332], [-2.391157, 0.527960, -38.345319], [0.955425, 7.076750, -38.521709], [0.211885, 8.313465, -37.997763], [0.581828, 9.548486, -38.795979], [-1.177477, 8.070425, -38.189622], [2.019964, 7.261335, -38.673539], [0.531755, 6.858164, -39.503799], [0.775422, 6.222415, -37.872796], [0.433383, 8.476188, -36.937595], [0.324484, 9.467216, -39.853447], [1.644305, 9.775138, -38.694098], [-0.017102, 10.392341, -38.441877], [-1.595357, 7.806525, -37.355020], [-2.149600, 5.114537, -34.156941], [-1.661503, 6.504008, -34.545240], [-0.150474, 6.593164, -34.477112], [-2.094952, 6.770188, -35.874752], [-1.641973, 4.384615, -34.794755], [-3.211243, 4.934629, -34.335059], [-1.870027, 4.861408, -33.131273], [-2.116163, 7.256367, -33.889176], [0.322342, 6.227200, -35.388716], [0.246605, 6.024794, -33.637893], [0.136829, 7.645181, -34.396499], [-3.065991, 6.718841, -35.905189], [-5.559653, 11.105790, -33.547039], [-4.650095, 10.556622, -32.455285], [-4.468898, 9.045511, -32.558825], [-3.366191, 11.153026, -32.631859], [-4.955648, 11.019561, -34.453505], [-5.869333, 12.132171, -33.355242], [-6.480142, 10.541655, -33.700229], [-5.059674, 10.816910, -31.471484], [-3.965809, 8.646550, -31.674265], [-3.894985, 8.748282, -33.436919], [-5.418741, 8.501261, -32.590194], [-2.782239, 10.665305, -32.030661], [1.971674, 3.720915, -36.240510], [2.492353, 3.807004, -34.805020], [1.518500, 3.175233, -33.819652], [3.782198, 3.176378, -34.737577], [2.774690, 3.900195, -36.957919], [1.270641, 4.525117, -36.477500], [1.462550, 2.772033, -36.410108], [2.685769, 4.853123, -34.553066], [0.982413, 2.279228, -34.137035], [0.763721, 3.916226, -33.552850], [2.047344, 2.860422, -32.916822], [3.663910, 2.264993, -35.027989], [4.496639, 6.619101, -31.806166], [3.829797, 5.881649, -30.643466], [2.410050, 5.434970, -30.999834], [4.581744, 4.772222, -30.158141], [5.560144, 6.784757, -31.631979], [3.998929, 7.584457, -31.915565], [4.397821, 6.070180, -32.748684], [3.817440, 6.618850, -29.836964], [2.438979, 4.775367, -31.866751], [1.911126, 6.359975, -31.303713], [1.945025, 4.979683, -30.130980], [4.860220, 4.248296, -30.917623], [0.073356, 11.554679, -31.314948], [-0.338706, 10.114764, -31.621752], [0.748377, 9.113908, -31.243960], [-1.533126, 9.812185, -30.869239], [-0.814066, 12.144117, -31.559578], [0.883308, 11.883994, -31.963989], [0.343407, 11.710216, -30.270856], [-0.583901, 9.973348, -32.673083], [1.602245, 9.299905, -31.903401], [0.390112, 8.097997, -31.428684], [1.082791, 9.128747, -30.205322], [-1.307422, 9.933717, -29.941202], [-0.740236, 2.408200, -30.721374], [-0.604306, 2.702797, -29.227717], [-0.670612, 1.430143, -28.405012], [0.682761, 3.298190, -28.985009], [-1.625709, 1.823280, -30.966866], [0.147569, 1.841583, -31.020001], [-0.708737, 3.335424, -31.296608], [-1.285761, 3.479529, -28.888669], [-1.668567, 0.978423, -28.314112], [-0.371888, 1.567394, -27.366924], [-0.095259, 0.628440, -28.875625], [1.350965, 2.872148, -29.532246]],
  "forces_ev_per_angstrom": [[0.13, 0.25, -0.22], [0.01, -0.41, -0.06], [0.01, -0.11, -0.39], [0.03, 0.09, -0.03], [0.01, -0.20, 0.08], [0.14, -0.04, -0.02], [-0.18, 0.00, 0.14], [0.06, 0.11, 0.15], [-0.04, 0.10, 0.12], [0.10, 0.12, 0.06], [-0.13, 0.03, 0.21], [-0.04, 0.04, 0.06], [0.55, -0.02, 0.18], [-0.06, -0.21, 0.18], [0.37, -0.01, 0.33], [0.14, 0.13, -0.20], [-0.01, -0.10, -0.20], [-0.44, 0.05, -0.12], [-0.24, 0.14, 0.12], [0.04, 0.01, 0.00], [-0.26, 0.14, -0.18], [0.04, -0.19, -0.18], [-0.09, 0.02, -0.05], [-0.09, 0.04, 0.05], [0.44, -0.06, -0.66], [-0.04, -1.03, 0.58], [-0.31, 0.74, -0.03], [-0.12, 0.28, -0.06], [0.08, 0.07, 0.03], [-0.28, 0.22, 0.19], [-0.04, 0.10, 0.01], [-0.10, 0.08, -0.05], [0.00, -0.04, 0.00], [0.09, -0.11, -0.07], [0.19, -0.23, 0.05], [0.05, -0.06, 0.01], [-0.16, 0.32, -0.45], [0.39, 0.10, 0.03], [-0.41, -0.30, -0.42], [-0.03, -0.27, 0.10], [0.07, 0.12, 0.31], [0.02, -0.08, -0.19], [-0.32, 0.01, 0.22], [0.16, -0.13, 0.01], [0.01, -0.02, 0.01], [0.10, -0.08, 0.07], [0.21, 0.15, 0.10], [-0.11, 0.07, -0.03], [0.76, -0.50, 0.37], [-0.72, 1.43, 0.25], [0.46, -0.40, 0.73], [0.20, -0.74, 0.08], [-0.17, 0.05, 0.00], [-0.04, 0.05, -0.33], [-0.36, 0.12, -0.03], [0.26, -0.28, -0.51], [-0.08, -0.06, -0.12], [0.07, 0.25, -0.05], [-0.32, 0.35, -0.55], [-0.01, 0.02, 0.01], [-0.15, 0.05, -0.41], [-0.21, 0.15, 0.13], [-0.39, -0.58, 0.20], [-0.11, 0.12, 0.08], [0.10, 0.02, 0.10], [0.02, -0.08, 0.01], [0.13, -0.04, 0.17], [0.24, -0.03, -0.05], [-0.07, -0.01, -0.07], [0.28, 0.06, 0.18], [-0.03, 0.35, -0.28], [0.13, -0.12, -0.07], [-0.16, 0.52, -0.16], [0.00, -0.65, -0.71], [-0.32, 0.46, 0.23], [-0.33, 0.40, 0.12], [0.07, -0.16, 0.31], [-0.03, -0.09, 0.02], [0.16, -0.09, 0.00], [-0.01, 0.03, 0.04], [0.14, -0.39, -0.01], [0.00, 0.07, -0.05], [0.22, 0.05, 0.15], [0.35, -0.19, 0.04], [0.55, -0.51, -0.21], [-0.77, -0.47, 0.07], [0.00, 0.61, -0.26], [0.34, 0.15, -0.39], [0.16, 0.13, -0.04], [-0.11, 0.38, 0.28], [-0.25, 0.08, 0.08], [0.11, -0.07, 0.14], [-0.23, -0.21, -0.06], [0.01, 0.16, 0.15], [0.19, -0.08, 0.16], [-0.06, 0.15, 0.32], [0.29, -0.17, -0.08], [-0.11, -0.40, -0.32], [-0.54, -0.50, 0.47], [-0.19, 0.13, 0.20], [-0.26, 0.39, -0.20], [0.33, 0.12, -0.12], [0.10, -0.24, 0.24], [0.06, -0.05, 0.04], [0.23, 0.17, -0.06], [0.02, 0.21, -0.08], [-0.08, 0.18, -0.11], [0.09, 0.22, 0.11], [-0.07, 0.69, -0.08], [0.03, -0.73, -0.64], [-0.02, 0.21, 0.63], [-0.13, 0.01, 0.20], [0.13, -0.34, 0.07], [-0.30, -0.16, 0.27], [0.17, -0.07, -0.19], [-0.07, -0.29, 0.25], [0.19, 0.07, -0.55], [-0.10, -0.12, 0.14], [0.02, 0.31, 0.07], [0.11, 0.00, -0.02], [-0.08, -0.31, -0.07], [0.07, -0.03, -0.28], [0.80, 1.06, 0.02], [0.24, 0.12, -0.10], [-0.03, 0.05, 0.15], [0.08, 0.04, -0.15], [-0.04, -0.05, 0.02], [-0.20, -0.33, 0.30], [-0.04, -0.16, 0.11], [-0.50, -0.24, 0.08], [-0.25, -0.01, -0.15], [-0.02, -0.02, 0.01], [-0.70, -0.10, -0.98], [0.76, -0.12, 1.54], [0.00, -0.36, -0.79], [-0.02, -0.11, -0.40], [0.17, 0.33, 0.20], [0.14, -0.05, 0.10], [0.02, -0.17, 0.06], [-0.19, 0.16, -0.02], [0.14, -0.10, 0.20], [0.00, 0.02, -0.10], [-0.11, 0.43, 0.05], [-0.12, 0.03, 0.04], [0.22, 0.32, 0.24], [1.04, -0.33, -0.09], [-1.02, -0.75, 0.29], [-0.09, 0.34, -0.03], [-0.06, 0.08, 0.00], [-0.12, -0.18, -0.05], [-0.21, -0.01, -0.02], [-0.25, -0.20, 0.03], [-0.15, 0.41, -0.32], [0.39, 0.21, -0.15], [0.39, 0.22, 0.11], [-0.06, -0.13, 0.03]],
  "gap_ev": 9.7552,
  "homo_ev": -9.4425,
  "max_force_ev_per_a": 1.72,
  "total_charge": 0,
  "relative_energy_ev": 1.376,
  "multiplicity": 1,
  "total_energy_ha": -2526.3983,
  "lumo_energy_ev": 0.313
}

Record 2
{
  "formula": "C2H3N2OP",
  "method": "wB97M-V/def2-TZVPD",
  "elements": ["C", "C", "N", "N", "O", "P", "H", "H", "H"],
  "coordinates": [[-1.064155, 0.404588, -0.219722], [0.065767, -0.601369, 0.082899], [-1.974207, 0.319370, -1.038905], [-1.103673, -2.271796, 1.119231], [-0.119841, -1.399451, 1.185655], [-1.977844, -2.633966, -0.091853], [-1.018371, 1.182658, 0.407364], [0.172109, -1.308413, -0.726183], [0.964187, 0.027744, 0.260977]],
  "forces_ev_per_angstrom": [[0.48, -3.16, -1.07], [0.53, 0.87, -1.37], [-0.46, -0.56, -0.61], [-0.53, -0.79, 0.40], [1.16, 1.20, 2.34], [-1.11, -0.46, -1.10], [0.03, 3.50, 2.44], [0.29, 0.16, -0.96], [-0.39, -0.77, -0.07]],
  "gap_ev": [8.7882, 7.2474],
  "homo_ev": [-9.5538, -7.9432],
  "max_force_ev_per_a": 4.27,
  "total_charge": 0,
  "relative_energy_ev": 5.308,
  "multiplicity": 1,
  "total_energy_ha": -603.9067,
  "lumo_energy_ev": [-0.766, -0.696]
}

Record 3
{
  "formula": "C2H12N3O2",
  "method": "wB97M-V/def2-TZVPD",
  "elements": ["C", "N", "C", "N", "N", "H", "H", "H", "H", "H", "H", "H", "H", "H", "H", "O", "H", "H", "O"],
  "coordinates": [[0.295356, -2.171671, 1.182561], [0.342235, -0.565669, 0.928644], [-0.735778, 0.224318, 0.765189], [-0.667071, 1.305469, -0.106375], [-2.046428, -0.256084, 1.238090], [0.791285, -2.380928, 2.166998], [0.426514, -2.888339, 0.344285], [-0.841132, -2.364593, 1.537882], [1.274156, -0.179762, 0.750403], [-0.297125, 1.125280, -1.034437], [-1.176597, 2.098731, -0.085432], [-2.793722, 0.399988, 1.182513], [-2.203645, -0.606705, 2.198224], [-0.105065, 1.445782, -2.779258], [-0.000343, 0.023614, -2.391374], [0.490001, 0.729160, -2.418700], [2.638394, 0.742600, -0.808021], [2.100963, 1.682952, -1.750088], [2.508002, 1.635858, -0.921106]],
  "forces_ev_per_angstrom": [[-3.83, 1.50, 2.62], [-0.62, -2.21, -0.30], [-2.39, -0.72, -0.63], [1.50, -4.53, 1.85], [2.82, 1.02, 0.45], [0.31, 0.22, -1.48], [0.64, 1.25, 0.28], [2.51, 0.53, -1.14], [-0.76, 0.10, -0.16], [1.14, -0.12, 0.60], [-2.51, 2.70, 0.97], [-0.33, 0.91, -1.05], [1.28, -0.25, -0.66], [1.09, -1.10, -0.06], [-4.22, -6.70, -0.32], [2.79, 7.35, -1.21], [0.84, -3.09, 0.37], [-0.80, 0.27, -1.88], [0.52, 2.88, 1.76]],
  "gap_ev": 10.8135,
  "homo_ev": -14.5159,
  "max_force_ev_per_a": 7.96,
  "total_charge": 1,
  "relative_energy_ev": 3.306,
  "multiplicity": 1,
  "total_energy_ha": -397.8425,
  "lumo_energy_ev": -3.702
}